{"formula": "C38H49ClF6N2O7PS2Se2Si2TeW", "method": "ωB97M-V/def2-TZVPD", "symbols": ["W", "Se", "P", "Se", "C", "C", "C", "C", "C", "C", "C", "C", "C", "C", "C", "C", "H", "H", "H", "H", "H", "H", "H", "H", "H", "H", "C", "N", "C", "C", "C", "C", "C", "C", "C", "C", "H", "H", "H", "H", "H", "H", "H", "H", "H", "H", "H", "H", "F", "C", "F", "F", "S", "O", "O", "N", "S", "O", "O", "C", "F", "F", "F", "O", "C", "C", "C", "C", "C", "C", "C", "O", "O", "H", "H", "H", "H", "H", "C", "Si", "C", "C", "C", "Te", "C", "Si", "C", "C", "C", "H", "H", "H", "H", "H", "H", "H", "H", "H", "H", "H", "H", "H", "H", "H", "H", "H", "H", "H", "H", "H", "H", "Cl"], "xyz": [[0.104, 0.600, 1.951], [-1.417, -1.495, 2.131], [1.617, -3.971, 2.153], [1.509, -1.350, 1.011], [1.001, -3.524, 3.806], [0.108, -4.291, 4.558], [-0.269, -3.900, 5.835], [0.249, -2.743, 6.396], [1.173, -1.991, 5.681], [1.550, -2.383, 4.409], [0.282, -4.943, 1.404], [0.669, -5.818, 0.381], [-0.265, -6.556, -0.329], [-1.614, -6.436, -0.033], [-2.019, -5.568, 0.974], [-1.086, -4.825, 1.679], [-0.298, -5.205, 4.143], [-0.976, -4.502, 6.392], [-0.063, -2.428, 7.383], [1.584, -1.083, 6.104], [2.256, -1.777, 3.854], [1.723, -5.915, 0.144], [0.062, -7.227, -1.115], [-2.348, -7.009, -0.586], [-3.073, -5.458, 1.202], [-1.420, -4.133, 2.439], [-1.439, -2.394, -1.574], [-2.376, -1.405, -1.086], [-2.985, -0.664, -2.168], [-3.375, -2.003, -0.210], [-3.912, -1.031, 0.813], [-5.158, -0.437, 0.641], [-5.648, 0.486, 1.555], [-4.892, 0.811, 2.672], [-3.655, 0.210, 2.869], [-3.161, -0.703, 1.944], [-1.932, -3.213, -2.131], [-0.882, -2.824, -0.736], [-0.729, -1.913, -2.252], [-3.521, -1.327, -2.875], [-2.218, -0.119, -2.724], [-3.691, 0.067, -1.777], [-2.901, -2.835, 0.309], [-4.215, -2.425, -0.794], [-5.744, -0.692, -0.236], [-6.611, 0.954, 1.391], [-5.259, 1.535, 3.389], [-3.057, 0.460, 3.736], [-3.245, 5.749, 1.904], [-3.186, 4.833, 2.877], [-4.258, 4.009, 2.791], [-3.205, 5.449, 4.076], [-1.631, 3.796, 2.793], [-0.504, 1.072, 3.461], [-1.920, 3.344, 1.327], [-0.469, 4.827, 2.979], [-0.227, 6.211, 2.221], [-0.677, 6.243, 0.861], [-0.485, 7.334, 3.073], [1.612, 6.117, 2.109], [2.058, 7.296, 1.651], [1.996, 5.167, 1.263], [2.169, 5.892, 3.297], [-3.469, 1.954, -0.965], [-2.459, 2.630, -1.556], [-2.685, 3.110, -2.843], [-1.703, 3.832, -3.498], [-0.483, 4.093, -2.885], [-0.254, 3.617, -1.607], [-1.225, 2.881, -0.942], [-0.944, 2.320, 0.410], [0.289, 2.367, 0.910], [-1.410, 1.087, 0.664], [-3.148, 1.487, -0.176], [-3.640, 2.904, -3.308], [-1.893, 4.197, -4.499], [0.276, 4.671, -3.395], [0.677, 3.819, -1.096], [5.932, 1.800, -1.999], [4.754, 0.946, -0.806], [5.038, -0.901, -0.939], [5.171, 1.455, 0.939], [3.033, 1.601, -1.267], [1.267, 0.430, -1.492], [1.911, -1.269, -2.600], [1.813, -1.006, -4.453], [2.345, -2.593, -5.300], [0.065, -0.570, -4.957], [2.975, 0.390, -4.916], [6.964, 1.491, -1.816], [5.882, 2.885, -1.884], [5.688, 1.564, -3.037], [6.005, -1.116, -0.474], [5.088, -1.256, -1.970], [4.282, -1.470, -0.393], [6.244, 1.333, 1.111], [4.629, 0.839, 1.659], [4.906, 2.495, 1.135], [3.114, 2.213, -2.168], [2.723, 2.269, -0.455], [1.246, -2.071, -2.260], [2.909, -1.536, -2.274], [1.711, -3.426, -4.987], [3.377, -2.847, -5.049], [2.274, -2.507, -6.387], [-0.609, -1.423, -4.843], [0.034, -0.257, -6.004], [-0.326, 0.253, -4.354], [3.984, 0.206, -4.538], [2.625, 1.335, -4.495], [3.040, 0.513, -6.000], [2.267, 1.313, 2.654]], "forces_ev_per_angstrom": [[-0.8484, 0.6099, 0.3351], [0.1086, 0.3337, -0.0332], [0.2218, 1.5414, -0.2282], [0.4120, -2.5324, 0.4611], [-0.0241, 0.0436, 0.3321], [0.0942, -0.0379, -0.1649], [0.0219, 0.0498, 0.0810], [-0.0550, -0.0667, 0.0314], [0.0200, -0.0268, -0.0619], [-0.0683, -0.0580, 0.0134], [-0.3545, 0.1910, -0.2876], [0.0822, 0.0865, 0.0977], [-0.0356, -0.0393, -0.0267], [0.0425, 0.0241, 0.0019], [-0.0131, 0.0058, 0.0134], [0.0619, -0.1040, 0.0274], [-0.0202, -0.0033, 0.0139], [-0.0040, -0.0004, -0.0100], [-0.0036, 0.0015, -0.0037], [0.0098, -0.0036, -0.0077], [-0.0133, 0.0509, -0.0451], [0.0036, 0.0072, 0.0025], [0.0035, 0.0075, 0.0030], [0.0003, 0.0010, 0.0013], [-0.0018, 0.0021, 0.0067], [0.0043, -0.0919, -0.0127], [0.0144, -0.0034, 0.0146], [-0.0190, -0.0771, 0.0002], [-0.1428, -0.1539, -0.1082], [-0.0741, -0.0694, -0.1033], [-0.0526, -0.0402, -0.0784], [-0.0275, 0.0103, -0.0097], [0.0452, -0.0148, 0.0144], [0.0007, -0.0301, -0.0068], [0.0032, -0.0267, 0.0190], [0.0951, 0.1260, 0.1250], [-0.0126, -0.0012, -0.0262], [-0.0082, 0.0185, -0.0206], [-0.1678, -0.0331, 0.0536], [0.0345, -0.0333, -0.0179], [0.0056, 0.0132, 0.0045], [0.0611, -0.2372, -0.1438], [-0.0112, -0.0400, -0.0069], [0.0253, 0.0362, -0.0030], [0.0010, 0.0023, -0.0004], [0.0040, 0.0029, 0.0009], [0.0044, -0.0125, -0.0107], [0.0045, 0.0063, -0.0028], [-0.2150, -0.5168, 0.6688], [-0.2642, 0.0408, -0.0638], [0.5724, 0.6707, 0.0771], [-0.1538, -0.2776, -0.6402], [-0.0177, -0.0924, 0.0512], [0.3308, -0.4035, -0.6170], [0.0450, 0.3050, -0.2453], [-0.1302, 0.0214, 0.0055], [0.1387, 0.0832, -0.1750], [0.0413, -0.0479, -0.0610], [-0.0133, -0.1073, 0.0149], [-0.0541, 0.1206, 0.0735], [0.0216, -0.0652, -0.0014], [0.0228, -0.0818, -0.0177], [0.0217, 0.0122, -0.0352], [0.0142, 0.3711, 0.1956], [0.0920, 0.0596, -0.0041], [0.0239, -0.0174, 0.0348], [0.0203, -0.0039, -0.0307], [0.0008, 0.0339, 0.0108], [-0.1291, 0.0620, 0.0744], [-0.1147, -0.0632, 0.0638], [-0.1072, -0.0851, 0.1365], [-0.0135, 0.0057, 0.2262], [0.0735, 0.0931, 0.2779], [0.0432, 0.0159, 0.0792], [-0.0068, 0.0026, 0.0021], [0.0021, 0.0050, 0.0040], [0.0047, -0.0069, -0.0027], [0.0739, 0.0083, 0.0365], [0.0167, -0.0045, 0.0149], [-0.0535, 0.0131, -0.0067], [-0.0230, 0.0063, -0.0112], [0.0407, -0.0456, 0.0121], [0.0591, 0.0513, -0.1579], [-0.1350, 0.5119, -0.2396], [0.0007, -0.1229, 0.0902], [0.0044, 0.0739, 0.1001], [0.0073, 0.0055, -0.0353], [-0.0137, -0.0186, -0.0286], [-0.0121, 0.0179, -0.0117], [0.0051, 0.0038, -0.0018], [-0.0028, 0.0057, -0.0004], [-0.0081, -0.0099, -0.0151], [0.0087, -0.0041, -0.0076], [-0.0362, -0.0129, -0.0166], [-0.0187, 0.0015, -0.0177], [0.0164, 0.0019, 0.0096], [0.0813, 0.0304, -0.0694], [0.0053, 0.0122, 0.0048], [0.0524, 0.0109, 0.0233], [0.0017, -0.0101, -0.0029], [0.1344, 0.0414, -0.0086], [0.1765, -0.0502, 0.0538], [-0.0076, -0.0092, -0.0007], [0.0060, 0.0005, 0.0032], [0.0043, -0.0030, -0.0108], [-0.0083, 0.0006, 0.0135], [-0.0032, -0.0215, -0.0157], [0.0215, 0.0051, -0.0046], [0.0135, -0.0042, 0.0026], [0.0003, -0.0068, 0.0118], [0.0022, -0.0082, -0.0068], [-0.0881, -0.0389, -0.0428]], "charge": -1, "de_lowest_kj_mol": 53.9, "multiplicity": 1, "energy_ev": -272872.589, "homo_lumo_gap_ev": [5.31, 5.43]}

---

{"formula": "C38H49MgN3O2PSi2Te", "method": "ωB97M-V/def2-TZVPD", "symbols": ["Mg", "C", "C", "O", "C", "C", "C", "N", "N", "C", "O", "C", "C", "C", "C", "C", "C", "H", "H", "H", "H", "H", "H", "H", "H", "H", "H", "H", "H", "N", "P", "C", "C", "C", "C", "C", "C", "C", "C", "C", "C", "C", "C", "C", "C", "C", "C", "C", "C", "H", "H", "H", "H", "H", "H", "H", "H", "H", "H", "H", "H", "H", "H", "H", "C", "Si", "C", "C", "C", "Te", "C", "Si", "C", "C", "C", "H", "H", "H", "H", "H", "H", "H", "H", "H", "H", "H", "H", "H", "H", "H", "H", "H", "H", "H", "H", "H", "H"], "xyz": [[0.125, -1.978, 0.011], [2.342, -1.955, -3.612], [2.145, -2.008, -2.114], [0.983, -2.405, -1.743], [3.185, -1.630, -1.283], [3.175, -1.726, 0.150], [4.466, -1.553, 0.904], [2.066, -1.959, 0.775], [2.111, -2.090, 2.160], [0.927, -2.443, 2.588], [-0.118, -2.657, 1.862], [0.769, -2.595, 4.070], [-0.492, -2.859, 4.593], [-0.675, -2.971, 5.965], [0.403, -2.822, 6.827], [1.666, -2.562, 6.308], [1.848, -2.448, 4.939], [1.596, -1.286, -4.048], [2.166, -2.950, -4.026], [3.339, -1.617, -3.891], [4.115, -1.337, -1.752], [5.261, -1.218, 0.238], [4.759, -2.497, 1.367], [4.333, -0.841, 1.720], [-1.318, -2.965, 3.903], [-1.663, -3.172, 6.362], [0.262, -2.906, 7.898], [2.511, -2.444, 6.976], [2.822, -2.237, 4.517], [-1.332, -0.748, -0.525], [-2.168, -0.701, -1.805], [-3.527, 0.528, -1.757], [-3.833, 1.055, -0.508], [-4.846, 1.995, -0.369], [-5.559, 2.415, -1.483], [-5.255, 1.896, -2.737], [-4.240, 0.960, -2.873], [-1.357, -0.248, -3.397], [-0.397, 0.762, -3.350], [0.268, 1.163, -4.499], [-0.020, 0.560, -5.717], [-0.974, -0.445, -5.777], [-1.639, -0.845, -4.622], [-3.006, -2.270, -2.262], [-4.383, -2.452, -2.271], [-4.929, -3.705, -2.533], [-4.099, -4.783, -2.792], [-2.718, -4.611, -2.783], [-2.175, -3.365, -2.516], [-3.249, 0.707, 0.336], [-5.077, 2.404, 0.608], [-6.347, 3.151, -1.379], [-5.807, 2.227, -3.608], [-3.997, 0.568, -3.854], [-0.155, 1.219, -2.399], [1.017, 1.944, -4.439], [0.501, 0.867, -6.616], [-1.196, -0.928, -6.721], [-2.371, -1.642, -4.681], [-5.038, -1.615, -2.066], [-6.004, -3.836, -2.530], [-4.524, -5.759, -2.994], [-2.066, -5.453, -2.981], [-1.097, -3.232, -2.510], [5.041, 4.181, 0.257], [3.444, 3.364, -0.320], [2.184, 4.717, -0.645], [3.791, 2.418, -1.902], [2.825, 2.177, 0.979], [0.974, 1.257, 0.348], [-0.245, 2.562, 1.548], [-0.520, 1.828, 3.260], [-1.706, 0.393, 3.154], [1.106, 1.291, 4.021], [-1.278, 3.157, 4.364], [5.437, 4.863, -0.501], [5.809, 3.435, 0.470], [4.875, 4.757, 1.171], [2.549, 5.390, -1.426], [1.998, 5.316, 0.251], [1.233, 4.295, -0.975], [4.078, 3.098, -2.709], [2.913, 1.853, -2.223], [4.604, 1.702, -1.759], [2.661, 2.626, 1.959], [3.530, 1.352, 1.117], [-1.188, 2.687, 1.011], [0.257, 3.531, 1.558], [-1.388, -0.355, 2.424], [-2.699, 0.738, 2.853], [-1.802, -0.103, 4.124], [1.573, 0.505, 3.422], [0.937, 0.884, 5.022], [1.806, 2.126, 4.112], [-2.228, 3.511, 3.956], [-0.613, 4.020, 4.459], [-1.469, 2.770, 5.368]], "forces_ev_per_angstrom": [[0.0278, 0.2130, -0.1256], [-0.0169, -0.0208, -0.0020], [-0.0552, 0.1463, -0.0015], [-0.0130, -0.1381, 0.0210], [0.0367, -0.0678, -0.0216], [-0.0281, 0.0379, 0.0008], [-0.0133, -0.0029, 0.0125], [0.0957, -0.0755, 0.0060], [0.0091, 0.0085, -0.0490], [-0.1017, -0.0607, 0.0605], [0.0635, 0.0114, 0.1140], [-0.0048, 0.0249, -0.0328], [0.0057, -0.0024, 0.0035], [-0.0016, 0.0027, -0.0020], [-0.0113, -0.0021, 0.0068], [0.0116, -0.0012, -0.0171], [0.0054, 0.0172, 0.0113], [0.0230, -0.0282, 0.0303], [0.0133, -0.0057, -0.0123], [0.0085, -0.0011, -0.0042], [0.0014, -0.0089, 0.0103], [0.0018, 0.0006, -0.0009], [0.0009, -0.0033, -0.0054], [0.0042, -0.0068, -0.0001], [0.0038, 0.0027, -0.0015], [0.0016, -0.0005, 0.0013], [-0.0037, 0.0001, -0.0010], [0.0025, 0.0009, -0.0015], [0.0051, 0.0006, 0.0021], [-0.1370, 0.0830, -0.1321], [0.0789, -0.0914, 0.1092], [-0.0162, 0.0047, 0.0467], [-0.0148, -0.0037, 0.0270], [0.0100, -0.0013, -0.0101], [0.0111, -0.0068, -0.0189], [-0.0199, 0.0272, 0.0210], [0.0126, -0.0338, -0.0070], [0.0626, 0.0017, 0.0277], [0.0058, -0.0328, -0.0171], [-0.0283, 0.0427, -0.0268], [-0.0072, 0.0030, 0.0093], [0.0110, 0.0070, 0.0194], [-0.0032, -0.0381, -0.0305], [0.0511, -0.0109, -0.0298], [-0.0360, -0.0024, 0.0001], [0.0144, 0.0120, -0.0007], [0.0176, -0.0132, 0.0131], [-0.0354, 0.0049, -0.0031], [-0.0162, -0.0092, -0.0231], [0.0075, 0.0163, 0.0357], [0.0033, -0.0041, 0.0042], [-0.0038, -0.0025, -0.0005], [0.0075, 0.0016, -0.0039], [-0.0001, 0.0040, 0.0044], [0.0135, 0.0071, 0.0489], [0.0004, -0.0121, -0.0075], [0.0111, 0.0026, 0.0084], [-0.0066, 0.0008, -0.0003], [0.0019, 0.0184, 0.0012], [-0.0142, 0.0106, 0.0006], [-0.0025, 0.0070, -0.0011], [0.0018, 0.0002, -0.0044], [0.0062, 0.0036, 0.0041], [0.0079, 0.0140, 0.0033], [-0.0099, 0.0089, -0.0171], [0.0136, -0.0039, 0.0354], [0.0182, 0.0042, -0.0207], [0.0108, 0.0226, 0.0181], [0.0552, -0.0844, -0.0520], [-0.1094, 0.0637, -0.0696], [-0.0368, -0.1229, 0.0520], [0.0667, 0.0455, 0.0380], [-0.0259, -0.0264, -0.0775], [-0.0407, 0.0116, -0.0079], [-0.0060, 0.0188, -0.0305], [0.0013, -0.0018, 0.0043], [-0.0023, -0.0067, -0.0031], [0.0019, 0.0000, -0.0013], [-0.0162, 0.0120, 0.0088], [0.0101, -0.0053, 0.0055], [0.0031, -0.0111, 0.0030], [-0.0013, -0.0111, -0.0022], [-0.0069, 0.0101, -0.0078], [-0.0038, 0.0028, 0.0089], [-0.0196, 0.0266, -0.0100], [0.0021, 0.0247, 0.0234], [-0.0059, -0.0145, -0.0019], [0.0060, 0.0179, 0.0056], [0.0379, -0.0173, -0.0193], [-0.0399, 0.0223, 0.0052], [0.0172, 0.0057, 0.0144], [0.0334, -0.0096, 0.0039], [-0.0165, -0.0050, 0.0080], [-0.0049, -0.0182, 0.0077], [0.0019, 0.0006, 0.0059], [-0.0003, -0.0052, 0.0025], [-0.0002, -0.0059, 0.0009]], "charge": -1, "de_lowest_kj_mol": 0.0, "multiplicity": 1, "energy_ev": -86556.310, "homo_lumo_gap_ev": 6.44}